1.
# C6H13NO

A gas-phase ion, C6H13NO (charge -1) in a non-equilibrium geometry (the ωB97M-V functional and the def2-TZVPD basis, OMol25).

Highest occupied orbital energy (alpha / beta) = 0.30 / -3.06 eV
Spin multiplicity = 2
F_max = 2.59 eV/A
Energy relative to the best compared isomer or geometry (same formula, charge and spin) = 27.11 kcal/mol
Charge = -1
LUMO (alpha / beta) = 3.41 / 3.39 eV
Expectation value of S² = 0.75

Structure (XYZ):
```
21
Properties=species:S:1:pos:R:3:forces:R:3
C 0.25517 -0.69798 -0.10678 -0.8 0.2 0.4
C 2.40531 2.15711 -0.73360 -0.1 -0.9 -0.2
H 2.24733 -0.03617 0.38965 0.2 -0.2 0.5
H 2.83788 1.37779 -1.36646 -0.3 -0.4 0.1
C 1.12346 1.72217 -0.00623 0.0 0.6 -0.1
H -1.35298 -0.11569 0.94640 -1.1 0.0 -0.1
H -3.83689 -1.77319 -0.77091 -0.3 -0.1 0.0
H 3.16153 2.31226 0.04116 0.1 0.6 -0.3
O -3.81632 -1.14611 1.21911 -0.6 0.2 0.9
H 0.95784 2.48515 0.76133 0.0 -0.2 0.2
H 0.23531 1.81076 -0.63640 0.1 -0.1 -0.2
H 0.90449 0.23411 1.60156 0.7 0.2 0.1
N -0.93196 -0.99749 0.72272 2.6 0.2 -0.1
C -3.27831 -1.47184 0.13037 2.0 -0.7 -1.4
H -1.75425 -2.90051 0.76799 0.1 -0.1 0.0
H 0.70664 -1.67039 -0.24835 0.5 -0.1 -0.5
H -1.47586 -2.30194 -0.88124 0.0 0.2 -0.3
C 1.23016 0.30596 0.55695 -1.1 -0.5 0.0
H -0.07550 -0.24560 -1.05611 0.2 -0.4 -0.3
H 2.25105 2.96025 -1.44964 0.1 0.6 0.5
C -1.79409 -2.00864 0.11846 -2.2 0.9 0.9
```
Positions in Å, forces in eV/Å.

Löwdin atomic charge list, values in e, 2 entries: -0.28 -0.13

---

2.
# C6H13NO

2 unconnected molecules or ions with the total composition C6H13NO in a non-equilibrium geometry (the ωB97M-V functional and the def2-TZVPD basis, OMol25).

Highest occupied orbital energy = -8.01 eV
F_max = 1.35 eV/A
Energy relative to the best compared isomer or geometry (same formula, charge and spin) = 43.48 kcal/mol
Charge = 0
LUMO = 0.88 eV
SMILES string = C/C=C(N)/C=C/C.O

Structure (XYZ):
```
21
Properties=species:S:1:pos:R:3:forces:R:3
C -0.45209 0.16907 0.68531 0.1 -0.7 0.0
H 1.11135 1.03005 -1.49908 0.0 -0.4 0.1
H 0.71361 0.04577 2.41462 -0.4 -0.1 -0.2
H -0.00108 1.91805 -3.49719 -0.1 -0.1 0.0
H 0.06370 3.28309 -2.46746 -0.3 0.1 0.2
H 0.92750 1.40251 1.50147 0.1 0.4 -0.1
H -1.58382 -2.31580 2.33965 0.3 -0.3 0.3
H 2.34355 -1.02406 0.85605 -0.2 -0.3 -0.6
H -1.71103 1.59421 -0.47235 -0.2 -0.2 0.2
H 0.20521 -2.16669 2.04818 -0.2 0.3 0.5
C -0.73822 1.11774 -0.41901 0.4 -0.1 -0.3
H -1.94263 -1.22276 0.11624 0.2 0.7 -0.3
C 0.08314 1.36360 -1.44202 -0.7 1.1 0.3
C -0.79203 -2.20791 1.59760 0.8 0.4 0.2
C -1.09220 -0.99651 0.75542 -0.7 -1.1 -0.4
H 2.10342 -2.34121 0.03480 0.0 0.3 0.2
C -0.38501 2.29174 -2.54162 0.9 -0.7 -0.5
H -0.70535 -3.14170 1.03341 -0.5 0.2 -0.3
N 0.66337 0.44008 1.48378 0.6 0.1 0.3
O 2.65552 -1.55366 0.09712 0.2 0.1 0.3
H -1.46692 2.31439 -2.62493 -0.1 0.3 0.2
```
Positions in Å, forces in eV/Å.

Löwdin atomic charge list, values in e, 2 entries: -0.37 0.11

---

3.
# C6H13NO

A molecular structure, C6H13NO in a non-equilibrium geometry (the ωB97M-V functional and the def2-TZVPD basis, OMol25).

Highest occupied orbital energy = -8.09 eV
F_max = 1.72 eV/A
Energy relative to the best compared isomer or geometry (same formula, charge and spin) = 84.08 kcal/mol
Charge = 0
LUMO = 0.65 eV

Structure (XYZ):
```
21
Properties=species:S:1:pos:R:3:forces:R:3
H -1.28970 -1.51302 -0.29110 0.0 0.0 0.0
H 2.51043 0.21336 -1.46007 -0.1 0.0 0.0
H -3.58464 -0.51041 -0.68521 0.0 0.1 0.0
C 1.64867 0.67180 -0.98138 -0.3 -0.1 -0.1
C -2.85621 -0.03442 -0.02601 0.1 -0.2 -0.1
C 0.93499 -0.11745 0.02602 0.8 1.2 -0.1
H -2.95522 1.04781 -0.08900 0.0 0.0 0.0
C -1.43846 -0.43642 -0.41632 0.2 0.6 0.5
H 1.00756 1.23731 -1.65218 0.1 0.0 -0.1
H 1.33670 -2.16539 -0.33798 0.0 0.1 0.0
H -3.07910 -0.34053 0.99828 0.0 0.0 0.0
H -1.25247 -0.17421 -1.46058 0.0 0.0 0.0
C -0.41187 0.37715 0.47996 -0.6 -0.5 -0.3
H 2.69358 1.14602 0.80316 0.0 0.3 0.0
H -0.56554 -0.00955 1.51655 0.1 0.0 -0.1
O -0.53690 1.71065 0.38220 0.7 0.5 -0.2
N 1.95436 1.48560 0.20225 -1.4 -1.0 0.3
H 0.94534 -1.80064 1.35781 0.0 0.0 0.0
H 0.94486 2.03160 0.47788 0.1 -1.1 0.0
H 2.53162 -1.38271 0.68557 0.0 -0.1 0.0
C 1.46199 -1.43653 0.47012 0.3 0.1 0.3
```
Positions in Å, forces in eV/Å.

Löwdin atomic charge list, values in e, 2 entries: 0.10 0.12

---

4.
# C6H13NO

A single C6H13NO molecule in a non-equilibrium geometry (the ωB97M-V functional and the def2-TZVPD basis, OMol25).

Highest occupied orbital energy = -8.83 eV
F_max = 3.53 eV/A
Energy relative to the best compared isomer or geometry (same formula, charge and spin) = 68.87 kcal/mol
Charge = 0
LUMO = 0.98 eV
SMILES string = CCNCCCC=O

Structure (XYZ):
```
21
Properties=species:S:1:pos:R:3:forces:R:3
H -0.65502 0.03403 -1.13362 0.0 0.2 -0.6
H -3.00495 0.17351 -0.68007 1.9 -2.7 0.7
C 1.23915 0.60114 0.34265 0.2 1.4 -0.8
H 0.77564 1.50257 -0.18724 0.4 -1.3 0.8
C 2.66395 0.86465 -1.89871 -2.7 1.1 2.0
C 0.14698 -0.46646 0.59034 2.1 -1.4 -0.6
H 1.63325 1.00868 1.24939 0.1 0.2 0.8
C -2.25353 -0.57937 -0.05127 -1.4 1.4 -1.4
H -2.52341 -1.16252 2.01240 0.0 0.0 0.5
C 2.45992 0.22073 -0.50337 -0.6 -2.5 -1.8
H -0.03188 -0.80284 1.64193 -0.4 1.4 -0.6
H -3.93796 -0.29676 1.33400 1.1 -0.3 0.0
H 2.51497 -0.94225 -0.69277 -0.1 2.0 0.4
O 2.09945 1.86485 -2.27290 0.1 -0.2 0.2
H 0.64210 -1.48197 0.24522 -1.2 1.4 -0.2
H -2.48996 0.64314 1.78254 -0.1 -1.2 -0.6
H 3.28753 0.36307 -2.56003 1.8 -1.2 -1.3
H -2.16238 -1.71180 -0.37733 -0.9 2.1 0.5
H 3.36670 0.45272 -0.01488 1.2 0.2 0.8
C -2.81207 -0.35463 1.35475 -0.9 0.6 0.3
N -0.95849 0.06951 -0.18103 -0.7 -1.0 0.9
```
Positions in Å, forces in eV/Å.

Löwdin atomic charge list, values in e, 2 entries: 0.10 0.16

---

5.
# C6H13NO

A molecular structure, C6H13NO in a non-equilibrium geometry (the ωB97M-V functional and the def2-TZVPD basis, OMol25).

Highest occupied orbital energy = -8.28 eV
F_max = 6.29 eV/A
Energy relative to the best compared isomer or geometry (same formula, charge and spin) = 113.34 kcal/mol
Charge = 0
LUMO = 0.91 eV

Structure (XYZ):
```
21
Properties=species:S:1:pos:R:3:forces:R:3
H -1.66696 -0.45523 0.68494 0.4 -0.3 0.0
H 0.26508 -2.20593 1.27099 -0.1 0.0 0.1
H -1.31645 3.71442 0.78632 -0.1 -0.2 0.0
H -0.02411 0.33579 1.13037 0.1 -0.4 -0.3
H -0.93885 -2.75944 0.09168 0.0 -0.1 0.1
H 0.12445 2.67982 0.80060 -0.2 0.0 0.0
H -1.13350 1.68790 -2.14318 0.0 0.1 0.4
C 0.09948 -2.45309 0.22087 -0.3 0.4 0.2
O -1.71873 1.69989 0.66606 0.4 -1.8 0.0
C -0.93220 2.74616 1.13571 0.6 -0.1 0.4
H 0.73180 -3.31686 -0.00534 0.0 0.1 -0.1
H -0.90086 2.77211 2.23814 0.0 0.1 -0.1
H 2.12368 0.00021 -1.19441 0.0 0.0 0.0
H 0.29236 -1.58982 -1.72791 0.2 -0.2 0.0
C 0.46037 -1.29516 -0.69021 -0.3 1.2 -2.1
C -0.83859 0.19307 0.42461 -3.2 5.3 1.0
C 1.88531 -0.81175 -0.50720 -0.1 0.0 -0.1
C -0.57422 0.31589 -0.94299 2.6 -4.4 1.7
N -0.58777 0.83363 -2.04166 -0.1 0.3 -1.2
H 2.59096 -1.62115 -0.71338 0.0 0.0 0.1
H 2.05874 -0.47046 0.51599 0.1 0.0 0.0
```
Positions in Å, forces in eV/Å.

Löwdin atomic charge list, values in e, 2 entries: 0.13 0.08

---

6.
# C6H13NO

2 unconnected molecules or ions with the total composition C6H13NO in a non-equilibrium geometry (the ωB97M-V functional and the def2-TZVPD basis, OMol25).

Highest occupied orbital energy = -6.31 eV
F_max = 1.53 eV/A
Energy relative to the best compared isomer or geometry (same formula, charge and spin) = 120.99 kcal/mol
Charge = 0
LUMO = 0.80 eV

Structure (XYZ):
```
21
Properties=species:S:1:pos:R:3:forces:R:3
C -0.13623 -0.00675 0.64460 1.2 0.6 0.3
H 0.52894 1.37482 -1.54714 0.0 0.0 0.0
H -2.69299 0.09386 -0.52634 0.0 -0.1 -0.1
H -0.16289 -1.59908 -2.19947 0.0 -0.2 -0.1
C 1.16904 0.36610 0.24925 -0.8 0.1 0.4
H 1.50829 2.36792 -0.45446 0.0 -0.1 0.0
C 0.61546 -1.35334 -1.48454 -1.5 0.1 0.5
H 0.01467 0.89977 2.58400 0.0 0.0 -0.1
H 2.27091 1.11758 -1.45411 0.0 0.1 -0.1
H 0.96273 -2.21171 -0.92348 -0.1 0.1 0.1
O 2.10103 0.48080 1.28096 0.1 0.3 0.1
H -1.54144 1.15219 1.76643 0.1 0.0 0.0
H 1.42897 -0.83099 -1.98443 -0.2 0.4 0.2
H -1.17764 -0.40794 2.50242 0.0 0.0 0.0
H 2.69491 1.22317 1.10638 -0.1 -0.1 0.0
H -2.68354 -1.15609 0.71580 0.4 0.0 0.1
C 1.37629 1.35292 -0.86322 0.1 -0.4 -0.1
C -0.73932 0.43068 1.95349 -0.1 -0.2 0.0
N -0.77879 -0.81098 -0.17506 0.9 -0.8 -0.7
H -2.52801 -1.62451 -0.95505 0.1 0.1 -0.1
C -2.23040 -0.85842 -0.23604 -0.1 0.1 -0.5
```
Positions in Å, forces in eV/Å.

Löwdin atomic charge list, values in e, 2 entries: -0.35 0.08